{
  "formula": "C4H6N2O",
  "method": "the ωB97M-V functional and the def2-TZVPD basis",
  "symbols": ["C", "C", "C", "N", "C", "O", "N", "H", "H", "H", "H", "H", "H"],
  "coordinates": [[-1.084, -1.317, 0.960], [-0.775, -0.692, -0.180], [-1.159, 0.768, -0.305], [-0.130, 1.466, -0.536], [1.177, -0.050, -0.292], [2.354, 0.422, -0.735], [0.415, -0.913, -0.887], [-0.446, -2.140, 1.272], [-1.877, -0.996, 1.627], [0.989, 0.085, 0.800], [-2.134, 1.164, -0.020], [-0.064, 2.461, -0.408], [2.734, -0.257, -1.297]],
  "mulliken_charge": [-0.860, 0.470, -0.107, -0.371, 0.058, -0.452, -0.659, 0.303, 0.274, 0.387, 0.420, 0.177, 0.359],
  "e_lumo_ha": 0.0291,
  "orbital_gap_ev": 9.454,
  "smiles": "[H]/N=C/C(=C)/N=C/O",
  "e_homo_ev": -8.662
}

{
  "formula": "C4H7NO2",
  "method": "the ωB97M-V functional and the def2-TZVPD basis",
  "symbols": ["O", "N", "C", "C", "C", "C", "O", "H", "H", "H", "H", "H", "H", "H"],
  "coordinates": [[1.911, 1.570, -0.009], [1.848, 0.188, -0.315], [0.626, -0.144, -0.352], [-0.091, -1.447, -0.595], [-1.301, -0.826, 0.165], [-0.638, 0.571, 0.072], [-0.565, 1.327, 1.247], [2.755, 1.657, 0.447], [0.357, -2.353, -0.180], [-0.292, -1.606, -1.659], [-1.374, -1.184, 1.196], [-2.275, -0.908, -0.322], [-1.069, 1.152, -0.756], [0.106, 2.003, 1.062]],
  "mulliken_charge": [-0.380, -0.645, 0.312, -0.276, -0.676, 0.245, -0.560, 0.332, 0.289, 0.227, 0.270, 0.279, 0.208, 0.376],
  "e_lumo_ha": 0.0311,
  "orbital_gap_ev": 10.537,
  "smiles": "O/N=C1/CC[C@H]1O",
  "e_homo_ev": -9.691
}

{
  "formula": "N2",
  "method": "the ωB97M-V functional and the def2-TZVPD basis",
  "symbols": ["N", "N"],
  "coordinates": [[0.105, 0.886, -0.016], [-0.105, -0.886, 0.016]],
  "lowdin_spin": [0.500, 0.500],
  "e_lumo_ha": [-0.5005, -0.4914],
  "orbital_gap_ev": [8.181, 7.984],
  "multiplicity": 2,
  "e_homo_ev": [-21.801, -21.355],
  "charge": 1
}

{
  "formula": "C4H8N2O",
  "method": "the ωB97M-V functional and the def2-TZVPD basis",
  "symbols": ["N", "C", "C", "C", "O", "C", "N", "H", "H", "H", "H", "H", "H", "H", "H"],
  "coordinates": [[-2.329, -0.527, -0.091], [-0.975, -0.282, 0.467], [0.295, -0.652, -0.458], [1.547, 0.267, -0.555], [2.247, 0.396, 0.667], [-0.756, 1.158, 0.633], [-0.306, 2.223, 0.627], [-2.513, -1.522, -0.194], [-3.053, -0.201, 0.558], [-0.875, -0.758, 1.459], [-0.025, -0.752, -1.504], [0.721, -1.607, -0.127], [1.368, 1.251, -1.012], [2.152, -0.312, -1.268], [2.502, 1.318, 0.798]],
  "mulliken_charge": [-0.749, 0.544, -0.737, -0.678, -0.533, 0.191, -0.538, 0.242, 0.264, 0.195, 0.346, 0.327, 0.462, 0.322, 0.342],
  "e_lumo_ha": 0.0285,
  "orbital_gap_ev": 10.907,
  "smiles": "N#C[C@@H](N)CCO",
  "e_homo_ev": -10.130
}

{
  "formula": "C7H28N13O10",
  "method": "the ωB97M-V functional and the def2-TZVPD basis",
  "symbols": ["N", "O", "O", "O", "C", "O", "H", "H", "H", "H", "C", "O", "N", "N", "H", "H", "H", "H", "C", "O", "N", "N", "H", "H", "H", "H", "C", "O", "N", "N", "H", "H", "H", "H", "C", "O", "N", "N", "H", "H", "H", "H", "C", "O", "N", "N", "H", "H", "H", "H", "C", "O", "N", "N", "H", "H", "H", "H"],
  "coordinates": [[-10.279, 15.292, 15.698], [-11.440, 15.801, 15.797], [-9.340, 15.895, 16.265], [-10.068, 14.245, 15.063], [-11.101, 18.179, 18.316], [-11.765, 18.280, 17.065], [-11.258, 17.197, 18.785], [-10.013, 18.217, 18.222], [-11.547, 18.929, 18.965], [-11.432, 17.523, 16.546], [-7.987, 10.258, 14.794], [-7.483, 10.476, 13.701], [-7.691, 9.174, 15.582], [-8.890, 11.118, 15.357], [-7.888, 9.212, 16.562], [-6.909, 8.633, 15.255], [-9.098, 11.927, 14.792], [-9.350, 11.077, 16.241], [-13.409, 17.380, 13.175], [-13.946, 18.149, 12.363], [-14.085, 16.767, 14.174], [-12.069, 17.212, 13.186], [-15.081, 16.762, 14.233], [-13.479, 16.532, 14.949], [-11.479, 17.854, 12.699], [-11.688, 16.451, 13.722], [-5.581, 15.498, 19.043], [-4.987, 15.041, 20.014], [-6.695, 14.908, 18.505], [-5.170, 16.615, 18.368], [-7.086, 14.099, 18.945], [-7.019, 15.277, 17.631], [-5.617, 16.884, 17.514], [-4.446, 17.178, 18.767], [-11.603, 13.113, 19.035], [-11.325, 12.433, 20.030], [-11.175, 12.709, 17.809], [-12.189, 14.324, 19.060], [-11.268, 13.226, 16.951], [-10.738, 11.809, 17.809], [-12.593, 14.670, 19.910], [-12.272, 14.885, 18.230], [-8.088, 13.819, 11.450], [-9.216, 13.659, 10.982], [-6.948, 13.801, 10.689], [-7.887, 13.992, 12.778], [-6.058, 13.929, 11.129], [-7.010, 13.949, 9.701], [-8.607, 13.933, 13.476], [-6.959, 14.072, 13.153], [-13.871, 12.497, 13.919], [-14.545, 11.573, 13.479], [-14.321, 13.576, 14.646], [-12.529, 12.583, 13.636], [-13.872, 14.460, 14.466], [-15.266, 13.597, 14.982], [-11.920, 13.363, 13.798], [-12.155, 11.817, 13.105]],
  "mulliken_charge": [0.593, -0.546, -0.666, -0.422, -0.387, -0.542, 0.075, 0.204, 0.287, 0.394, 0.491, -0.638, -0.413, -0.132, 0.191, 0.247, 0.089, 0.135, 0.489, -0.705, -0.209, -0.247, 0.161, 0.075, 0.190, 0.155, 0.617, -0.661, -0.270, -0.350, 0.165, 0.129, 0.166, 0.197, 0.560, -0.721, -0.142, -0.281, 0.134, 0.070, 0.188, 0.151, 0.684, -0.666, -0.410, -0.155, 0.163, 0.239, 0.035, 0.171, 0.471, -0.675, -0.312, -0.229, 0.361, 0.199, 0.131, 0.176],
  "e_lumo_ha": 0.0827,
  "orbital_gap_ev": 9.551,
  "e_homo_ev": -7.302,
  "charge": -1
}

{
  "formula": "C4H8NO2",
  "method": "the ωB97M-V functional and the def2-TZVPD basis",
  "symbols": ["C", "C", "C", "C", "N", "O", "O", "H", "H", "H", "H", "H", "H", "H", "H"],
  "coordinates": [[1.500, 0.802, 0.456], [-2.478, 0.823, 0.307], [-1.899, -0.172, -0.255], [1.909, -0.504, 0.297], [-1.219, -1.187, -0.614], [0.380, 1.429, -0.099], [1.389, -1.407, -0.665], [-3.282, 1.380, -0.214], [-1.754, 1.245, 1.048], [2.894, -0.782, 0.643], [2.063, 1.484, 1.038], [0.262, 2.323, 0.164], [-0.205, -1.082, -0.921], [-1.423, -2.147, -0.455], [1.863, -2.207, -0.729]],
  "mulliken_charge": [-0.119, -0.603, 0.555, -0.181, -0.204, -0.506, -0.537, 0.322, 0.295, 0.339, 0.345, 0.344, 0.359, 0.273, 0.318],
  "e_lumo_ha": -0.1606,
  "orbital_gap_ev": 8.346,
  "e_homo_ev": -12.716,
  "charge": 1
}

{
  "formula": "C5H10N2O",
  "method": "the ωB97M-V functional and the def2-TZVPD basis",
  "symbols": ["C", "C", "C", "C", "C", "N", "N", "O", "H", "H", "H", "H", "H", "H", "H", "H", "H", "H"],
  "coordinates": [[0.103, -0.601, -0.015], [-0.729, -1.779, 0.464], [1.120, -0.955, -1.091], [0.236, 2.085, 0.334], [-0.655, 0.604, -0.331], [0.989, 0.030, 1.228], [-1.788, 0.817, -0.828], [0.470, -0.045, 2.318], [-2.077, 1.800, -0.815], [-1.386, -1.489, 1.288], [-0.078, -2.587, 0.814], [-1.360, -2.162, -0.343], [1.732, -0.091, -1.362], [0.621, -1.308, -1.999], [1.789, -1.741, -0.730], [0.906, 2.255, -0.509], [0.709, 2.382, 1.267], [-0.602, 2.785, 0.308]],
  "mulliken_charge": [1.644, -1.505, -1.390, -1.109, -0.036, -0.093, -0.675, -0.310, 0.286, 0.377, 0.425, 0.337, 0.324, 0.353, 0.363, 0.293, 0.351, 0.363],
  "e_lumo_ha": -0.0022,
  "orbital_gap_ev": 8.926,
  "smiles": "[H]/N=C(\\C)C(C)(C)N=O",
  "e_homo_ev": -8.987
}

{
  "formula": "C11H6N2OS",
  "method": "the ωB97M-V functional and the def2-TZVPD basis",
  "symbols": ["C", "C", "C", "C", "C", "C", "C", "C", "C", "C", "C", "N", "N", "O", "S", "H", "H", "H", "H", "H", "H"],
  "coordinates": [[-2.345, -1.339, -1.632], [-0.267, -1.310, -2.884], [2.540, -0.374, -1.032], [3.814, -0.203, -0.532], [1.590, -0.027, -0.123], [2.109, 0.169, 1.164], [0.190, -0.116, 0.042], [0.918, 0.282, 2.071], [-0.239, -0.062, 1.283], [-1.572, 0.067, 1.802], [-1.381, -0.581, -2.333], [-3.134, -1.883, -0.955], [0.736, -1.773, -3.185], [0.891, 0.590, 3.222], [3.817, 0.226, 1.098], [2.237, -0.545, -2.054], [4.748, -0.460, -1.043], [-1.923, 1.129, 1.554], [-1.671, 0.026, 2.926], [-2.471, -0.482, 1.406], [-1.629, 0.436, -2.697]],
  "mulliken_charge": [0.422, 0.450, -0.761, -0.268, 0.725, -0.216, -0.237, 0.712, 0.555, -1.307, -0.310, -0.494, -0.529, -0.548, -0.186, 0.346, 0.416, 0.273, 0.328, 0.346, 0.283],
  "e_lumo_ha": [-0.1119, -0.1120],
  "orbital_gap_ev": [5.971, 5.966],
  "e_homo_ev": [-9.017, -9.012]
}

{
  "formula": "C5H8O3S",
  "method": "the ωB97M-V functional and the def2-TZVPD basis",
  "symbols": ["C", "C", "C", "C", "C", "O", "O", "O", "S", "H", "H", "H", "H", "H", "H", "H", "H"],
  "coordinates": [[-0.819, -0.734, -0.761], [3.017, -0.938, -1.349], [-1.169, 0.017, 0.225], [-1.240, -0.657, 1.583], [-1.965, 1.346, 0.134], [-0.167, -1.177, -1.616], [1.770, 1.291, -1.492], [1.971, 0.192, 0.771], [2.304, 0.299, -0.624], [3.126, -1.885, -0.865], [3.591, -0.584, -2.162], [-0.160, -0.837, 1.819], [-1.868, -1.565, 1.646], [-1.694, 0.058, 2.306], [-3.087, 1.222, 0.337], [-1.921, 1.850, -0.880], [-1.688, 2.100, 0.928]],
  "mulliken_charge": [0.387, -0.505, 0.628, -1.086, -1.314, -0.427, -0.473, -0.503, 0.888, 0.291, 0.289, 0.246, 0.309, 0.302, 0.309, 0.345, 0.314],
  "e_lumo_ha": -0.0064,
  "orbital_gap_ev": 8.252,
  "smiles": "C=S(=O)=O.CC(C)=C=O",
  "e_homo_ev": -8.427
}

{
  "formula": "C2H4N2S",
  "method": "the ωB97M-V functional and the def2-TZVPD basis",
  "symbols": ["C", "C", "N", "N", "S", "H", "H", "H", "H"],
  "coordinates": [[-0.314, -0.642, 0.144], [0.756, 0.306, -0.412], [-1.082, 0.603, 0.380], [-0.225, 1.468, -0.188], [2.502, -0.273, 0.057], [-0.618, -1.371, -0.556], [0.028, -1.368, 1.047], [0.753, 0.344, -1.454], [-1.800, 0.933, 0.982]],
  "mulliken_charge": [-0.371, -0.217, 0.202, -0.227, -0.403, 0.249, 0.255, 0.249, 0.264],
  "e_lumo_ha": [-0.0800, -0.0801],
  "orbital_gap_ev": [5.166, 5.164],
  "e_homo_ev": [-7.344, -7.343]
}

Energy relative to the best compared isomer or geometry (same formula, charge and spin) values, unit kJ/mol, following the record order: 362.31 318.57 678.78 211.23 105.06 356.98 461.75 362.02 403.60 497.74.
Calculated total energy values, unit Ha, following the record order: -340.65691 -361.75952 -108.70739 -341.92319 -1747.98110 -362.07751 -381.10956 -1005.46610 -819.07893 -586.10481.